Record 1
Density functional theory data (ωB97M-V with the def2-TZVPD basis set) for a structure of composition C77H72F3N8O3P2SbTl at a distorted geometry.

Geometry as ORCA input:
```
! wB97M-V def2-TZVPD RIJCOSX def2/J DEFGRID3
* xyz -1 1
Tl -0.439 -0.457 -0.071
O -0.376 1.867 0.997
C 0.408 2.348 1.884
C -0.116 3.188 2.905
C 0.677 3.809 3.829
C 2.063 3.658 3.780
C 2.606 2.837 2.824
C 1.826 2.140 1.889
C 2.533 1.229 1.034
N 2.074 0.334 0.247
C 3.047 -0.529 -0.374
C 2.656 -1.008 -1.778
N 1.481 -1.839 -1.946
C 1.323 -2.932 -1.324
C 2.161 -3.512 -0.263
C 3.197 -4.378 -0.550
C 4.069 -4.791 0.444
C 3.889 -4.320 1.733
C 2.826 -3.499 2.047
C 1.899 -3.076 1.071
O 0.878 -2.321 1.324
H -1.188 3.326 2.922
H 0.234 4.440 4.590
H 2.695 4.178 4.486
H 3.679 2.690 2.806
H 3.632 1.303 1.151
H 3.210 -1.396 0.274
H 4.017 -0.010 -0.479
H 3.520 -1.559 -2.173
H 2.496 -0.119 -2.396
H 0.428 -3.495 -1.589
H 3.337 -4.729 -1.566
H 4.897 -5.441 0.209
H 4.598 -4.594 2.506
H 2.705 -3.136 3.057
C -3.916 -1.742 2.717
N -3.447 -1.921 4.056
C -2.156 -2.543 4.224
P -0.848 -2.265 2.817
C 0.487 -2.046 4.065
C 1.276 -0.912 3.906
C 2.280 -0.614 4.809
C 2.518 -1.459 5.880
C 1.727 -2.582 6.058
C 0.701 -2.865 5.171
C -0.748 -4.029 2.310
C 0.193 -4.947 2.760
C 0.284 -6.200 2.181
C -0.568 -6.568 1.157
C -1.521 -5.667 0.712
C -1.598 -4.408 1.276
C -4.200 -1.638 5.167
C -5.404 -0.918 5.103
C -6.125 -0.613 6.238
C -5.692 -1.016 7.491
C -4.528 -1.758 7.575
C -3.803 -2.074 6.445
P -3.132 -0.233 1.853
C -4.601 0.355 0.923
C -4.756 1.718 0.669
C -5.806 2.176 -0.106
C -6.703 1.278 -0.662
C -6.525 -0.081 -0.465
C -5.479 -0.540 0.317
C -3.185 0.857 3.327
C -2.043 0.848 4.118
C -2.003 1.559 5.303
C -3.104 2.294 5.705
C -4.238 2.324 4.912
C -4.284 1.607 3.731
H -5.001 -1.640 2.705
H -3.640 -2.628 2.134
H -2.277 -3.627 4.390
H -1.701 -2.099 5.112
H 1.101 -0.280 3.047
H 2.875 0.277 4.671
H 3.315 -1.245 6.579
H 1.907 -3.241 6.897
H 0.072 -3.728 5.351
H 0.885 -4.687 3.542
H 1.037 -6.892 2.536
H -0.481 -7.544 0.698
H -2.202 -5.937 -0.085
H -2.313 -3.699 0.882
H -5.784 -0.566 4.158
H -7.043 -0.047 6.138
H -6.254 -0.772 8.381
H -4.172 -2.113 8.535
H -2.920 -2.679 6.571
H -4.045 2.419 1.082
H -5.929 3.237 -0.279
H -7.533 1.634 -1.258
H -7.203 -0.789 -0.920
H -5.332 -1.604 0.435
H -1.180 0.284 3.790
H -1.109 1.539 5.909
H -3.082 2.851 6.632
H -5.101 2.897 5.222
H -5.183 1.633 3.131
O -3.487 -2.716 -1.092
C -3.451 -2.362 -2.441
C -3.638 -0.880 -2.662
C -4.348 -0.368 -3.742
C -4.509 1.004 -3.831
C -3.912 1.811 -2.878
C -3.158 1.213 -1.879
N -3.048 -0.097 -1.769
H -2.924 -2.090 -0.611
H -4.240 -2.930 -2.942
H -2.483 -2.651 -2.886
H -4.793 -1.025 -4.474
H -5.103 1.433 -4.626
H -4.049 2.878 -2.918
H -2.621 1.782 -1.131
F 4.680 7.981 -0.876
C 3.749 6.994 -0.973
C 4.069 5.726 -0.533
C 3.111 4.730 -0.637
C 1.860 4.996 -1.168
C 1.572 6.282 -1.604
C 2.511 7.294 -1.512
Sb 0.355 3.405 -1.302
C -0.050 4.131 -3.352
C -1.313 4.307 -3.892
C -1.509 4.464 -5.255
C -0.408 4.434 -6.087
F -0.591 4.546 -7.434
C 0.872 4.275 -5.590
C 1.032 4.122 -4.225
C -1.006 4.731 -0.237
C -0.512 5.538 0.778
C -1.351 6.355 1.514
C -2.703 6.340 1.234
F -3.534 7.165 1.925
C -3.236 5.506 0.270
C -2.375 4.697 -0.450
H 5.047 5.532 -0.118
H 3.338 3.730 -0.295
H 0.596 6.493 -2.021
H 2.296 8.299 -1.847
H -2.172 4.328 -3.239
H -2.496 4.586 -5.677
H 1.712 4.243 -6.269
H 2.023 3.974 -3.822
H 0.546 5.530 1.001
H -0.971 6.989 2.301
H -4.303 5.493 0.102
H -2.786 4.019 -1.183
C 2.007 -2.071 -5.739
C 0.557 -1.847 -6.155
C -0.381 -2.531 -5.165
C 0.248 -0.342 -6.254
N 0.266 0.283 -4.968
C -0.650 0.282 -3.979
N -0.156 0.932 -2.959
N 1.060 1.318 -3.327
N 1.324 0.945 -4.508
H 2.237 -3.133 -5.735
H 2.175 -1.688 -4.736
H 2.691 -1.573 -6.422
H 0.398 -2.266 -7.156
H -0.096 -2.282 -4.144
H -0.320 -3.610 -5.274
H -1.413 -2.231 -5.337
H -0.731 -0.178 -6.715
H 1.013 0.155 -6.853
H -1.619 -0.159 -4.048
*
```

- Lowest unoccupied orbital energy: 1.882 eV
- E: -137041.9502 eV
- Gap between HOMO and LUMO: 6.58 eV

***

Record 2
Density functional theory data (ωB97M-V with the def2-TZVPD basis set) for a structure of composition C27H28IInN7O2S2.

Geometry as ORCA input:
```
! wB97M-V def2-TZVPD RIJCOSX def2/J DEFGRID3
* xyz 1 1
In -0.828 -0.544 0.483
C -4.071 1.912 4.588
S -4.156 2.045 2.795
C -3.075 0.797 2.259
S -3.019 0.692 0.526
N -2.442 0.084 3.158
N -1.580 -0.825 2.597
C -1.212 -1.820 3.295
C -0.349 -2.840 2.667
C 0.146 -3.916 3.383
C 0.933 -4.844 2.718
C 1.198 -4.663 1.371
C 0.663 -3.556 0.731
N -0.102 -2.673 1.365
H -4.428 2.866 4.970
H -3.046 1.743 4.907
H -4.711 1.108 4.941
H -1.564 -1.941 4.316
H -0.079 -4.017 4.437
H 1.337 -5.697 3.248
H 1.808 -5.364 0.818
H 0.847 -3.367 -0.319
C 3.741 0.241 1.521
C 3.439 0.134 0.058
N 4.379 0.408 -0.805
C 4.115 0.296 -2.132
C 2.905 -0.080 -2.633
C 2.723 -0.130 -4.129
O 2.258 -1.390 -4.605
C 1.850 -0.370 -1.716
C 0.561 -0.690 -2.277
N -0.588 -0.830 -1.686
C -1.742 -0.883 -2.540
C -1.811 -0.048 -3.654
C -2.920 -0.051 -4.482
C -3.996 -0.879 -4.200
C -3.955 -1.700 -3.085
C -2.838 -1.698 -2.263
I -2.859 -2.965 -0.613
C 2.122 -0.280 -0.341
O 1.279 -0.583 0.599
H 4.780 0.533 1.648
H 3.559 -0.706 2.031
H 3.096 0.985 1.994
H 4.937 0.526 -2.800
H 3.667 0.144 -4.602
H 1.983 0.602 -4.456
H 2.979 -2.026 -4.546
H 0.553 -0.805 -3.358
H -0.996 0.636 -3.855
H -2.948 0.610 -5.338
H -4.870 -0.882 -4.837
H -4.791 -2.345 -2.851
C 1.555 4.249 2.750
C 0.904 3.526 1.620
C 0.561 3.927 0.351
C -0.040 2.806 -0.256
N -0.061 1.783 0.585
N 0.509 2.241 1.722
C -0.605 2.688 -1.633
H 1.869 5.237 2.424
H 2.436 3.716 3.109
H 0.866 4.371 3.587
H 0.716 4.900 -0.083
H 0.660 1.616 2.496
H -1.056 3.628 -1.945
H -1.375 1.919 -1.673
H 0.178 2.438 -2.355
*
```

- Lowest unoccupied orbital energy: -3.477 eV
- Energy above the lowest of the compared OMol25 structures with the same formula, charge and spin: 13.3 kJ/mol
- E: -77920.0146 eV
- Gap between HOMO and LUMO: 7.23 eV

***

What is the gap between HOMO and LUMO in the second record?
7.23 eV

***

Which of these has the lowest E?
C77H72F3N8O3P2SbTl

***

What is the formula in the first record?
C77H72F3N8O3P2SbTl

***

What is the E in the first record?
-137041.9502 eV